Record 1
Formula: C2HO3S
Source: OMol25
Level of theory: ωB97M-V/def2-TZVPD

Its lowest unoccupied orbital energy (spin up / spin down) is 2.9 / 2.9 eV. As for the SMILES: C#CS(=O)(=O)[O-]. The value obtained for the energy relative to the best compared isomer or geometry (same formula, charge and spin) is 6.981 eV. As for the total charge: -1. The calculation puts the calculated total energy at -700.54362 Ha. For the maximum force, the calculation gives 11.82 eV/A. The molar mass comes out at 105.09 g/mol. Its frontier orbital gap (spin up / spin down) is 7.8 / 7.8 eV. For the highest occupied orbital energy (spin up / spin down), the calculation gives -0.1820 / -0.1820 Eh.

XYZ file:
```
7
C2HO3S (ωB97M-V/def2-TZVPD)
S 1.195 -0.029 0.004
O 1.804 1.273 -0.230
O 1.307 -0.516 1.375
O 1.454 -1.019 -1.035
C -2.134 -0.207 0.208
C -0.576 0.308 -0.151
H -3.049 0.190 -0.169
```

Now the Mulliken charges, all in e: S 1.0490; O -0.6280; O -0.5848; O -0.6070; C -0.4505; C -0.0038; H 0.2252

---

Record 2
Formula: C2HO3S2
Source: OMol25
Level of theory: ωB97M-V/def2-TZVPD

Its lowest unoccupied orbital energy (spin up / spin down) is 2.8 / 2.8 eV. The value obtained for the energy relative to the best compared isomer or geometry (same formula, charge and spin) is 3.851 eV. As for the total charge: -1. The calculation puts the calculated total energy at -1098.84952 Ha. For the maximum force, the calculation gives 3.09 eV/A. The molar mass comes out at 137.16 g/mol. Its frontier orbital gap (spin up / spin down) is 7.5 / 7.5 eV. For the highest occupied orbital energy (spin up / spin down), the calculation gives -0.1757 / -0.1752 Eh.

XYZ file:
```
8
C2HO3S2 (ωB97M-V/def2-TZVPD)
S -2.806 0.847 -1.180
S -3.004 0.812 0.949
O -0.576 -2.050 -0.668
O 0.044 1.002 0.255
O -2.218 -2.356 0.838
C -1.939 -0.122 0.068
C -1.498 -1.788 0.048
H 0.070 0.411 1.013
```

Now the Mulliken charges, all in e: S -0.2188; S -0.1532; O -0.5580; O -0.7314; O -0.6026; C 0.3366; C 0.6724; H 0.2549

---

Record 3
Formula: C2HO3Sr
Source: OMol25
Level of theory: ωB97M-V/def2-TZVPD

Its lowest unoccupied orbital energy is -6.2 eV. The value obtained for the energy relative to the best compared isomer or geometry (same formula, charge and spin) is 1.789 eV. As for the total charge: +1. The calculation puts the calculated total energy at -332.70388 Ha. For the maximum force, the calculation gives 3.65 eV/A. The molar mass comes out at 160.65 g/mol. Its frontier orbital gap is 5.6 eV. For the highest occupied orbital energy, the calculation gives -0.4335 Eh.

XYZ file:
```
7
C2HO3Sr (ωB97M-V/def2-TZVPD)
Sr 3.158 -0.055 -0.298
O 0.982 -0.543 -0.775
O -1.218 1.129 0.217
O 0.316 -0.828 0.478
C -0.861 -0.178 0.550
C -1.807 -1.028 0.226
H -0.569 1.502 -0.397
```

Now the Mulliken charges, all in e: Sr 1.8338; O -0.8407; O -0.4764; O -0.1722; C 0.4668; C -0.1203; H 0.3090

---

Record 4
Formula: C2HO4
Source: OMol25
Level of theory: ωB97M-V/def2-TZVPD

Its lowest unoccupied orbital energy is 4.4 eV. As for the SMILES: O=C([O-])C1OO1. The value obtained for the energy relative to the best compared isomer or geometry (same formula, charge and spin) is 5.207 eV. As for the total charge: -1. The calculation puts the calculated total energy at -377.67879 Ha. For the maximum force, the calculation gives 4.03 eV/A. The molar mass comes out at 89.03 g/mol. Its frontier orbital gap is 9.1 eV. For the highest occupied orbital energy, the calculation gives -0.1721 Eh.

XYZ file:
```
7
C2HO4 (ωB97M-V/def2-TZVPD)
O -1.261 -1.116 -0.795
O 1.077 0.818 -0.753
O -1.781 0.353 0.861
O 1.508 1.155 0.543
C 0.425 -0.091 0.025
C -1.083 -0.224 0.056
H 1.115 -0.896 0.063
```

Now the Mulliken charges, all in e: O -0.6563; O -0.2270; O -0.6556; O -0.4265; C 0.1821; C 0.5127; H 0.2706

---

Record 5
Formula: C2HO4Pm
Source: OMol25
Level of theory: ωB97M-V/def2-TZVPD

Its lowest unoccupied orbital energy (spin up / spin down) is -13.8 / -11.9 eV. As for the total charge: +2. The calculation puts the calculated total energy at -985.33636 Ha. Its spin multiplicity is 5. For the maximum force, the calculation gives 7.42 eV/A. The molar mass comes out at 234.03 g/mol. Its frontier orbital gap (spin up / spin down) is 4.1 / 5.9 eV. For the highest occupied orbital energy (spin up / spin down), the calculation gives -0.6562 / -0.6562 Eh.

XYZ file:
```
8
C2HO4Pm (ωB97M-V/def2-TZVPD)
Pm 2.661 1.153 0.299
O -0.104 -1.679 -0.185
O 2.034 -0.887 -0.563
O 0.500 0.190 0.500
O -5.331 0.341 0.218
C -4.209 0.429 0.164
C 0.939 -1.048 0.064
H -0.628 -0.223 0.404
```

Now the Mulliken charges, all in e: Pm 2.3557; O -0.4352; O -0.6034; O -0.7205; O -0.0914; C 0.0941; C 0.8433; H 0.5575

---

Record 6
Formula: C2HO4Tb
Source: OMol25
Level of theory: ωB97M-V/def2-TZVPD

Its lowest unoccupied orbital energy (spin up / spin down) is -4.8 / -6.1 eV. The value obtained for the energy relative to the best compared isomer or geometry (same formula, charge and spin) is 0.000 eV. As for the total charge: +1. The calculation puts the calculated total energy at -1201.95228 Ha. Its spin multiplicity is 8. For the maximum force, the calculation gives 3.23 eV/A. The molar mass comes out at 247.95 g/mol. Its frontier orbital gap (spin up / spin down) is 9.7 / 8.4 eV. For the highest occupied orbital energy (spin up / spin down), the calculation gives -0.5337 / -0.5317 Eh.

XYZ file:
```
8
C2HO4Tb (ωB97M-V/def2-TZVPD)
Tb 1.103 1.091 -1.091
O 1.347 0.292 1.117
O -0.581 -0.378 0.148
O -2.417 0.842 0.034
O -0.096 -0.751 2.536
C -1.900 -0.238 0.206
C 0.380 -0.367 1.514
H -2.417 -1.210 0.117
```

Now the Mulliken charges, all in e: Tb 1.3788; O -0.7239; O -0.4046; O -0.4762; O -0.3887; C 0.2652; C 1.0019; H 0.3476

---

Record 7
Formula: C2HO4Tl
Source: OMol25
Level of theory: ωB97M-V/def2-TZVPD

Its lowest unoccupied orbital energy (spin up / spin down) is -15.2 / -14.8 eV. The value obtained for the energy relative to the best compared isomer or geometry (same formula, charge and spin) is 5.030 eV. As for the total charge: +2. The calculation puts the calculated total energy at -549.19851 Ha. For the maximum force, the calculation gives 7.74 eV/A. The molar mass comes out at 293.41 g/mol. Its frontier orbital gap (spin up / spin down) is 6.5 / 8.6 eV. For the highest occupied orbital energy (spin up / spin down), the calculation gives -0.8000 / -0.8579 Eh.

XYZ file:
```
8
C2HO4Tl (ωB97M-V/def2-TZVPD)
Tl 0.004 -0.670 1.854
O 1.633 2.152 -0.816
O -1.806 -0.362 0.311
O -0.319 -1.882 0.296
O 0.848 0.521 0.490
C 1.000 1.227 -0.516
C -0.898 -0.933 -0.319
H -0.463 -0.052 -1.300
```

Now the Mulliken charges, all in e: Tl 1.2807; O -0.0165; O -0.0789; O -0.3053; O -0.4126; C 0.7555; C 0.4561; H 0.3208

---

Record 8
Formula: C2I3NO2
Source: OMol25
Level of theory: ωB97M-V/def2-TZVPD

Its lowest unoccupied orbital energy (spin up / spin down) is -2.1 / -1.8 eV. The value obtained for the energy relative to the best compared isomer or geometry (same formula, charge and spin) is 1.256 eV. The calculation puts the calculated total energy at -1174.30396 Ha. For the maximum force, the calculation gives 7.98 eV/A. The molar mass comes out at 450.74 g/mol. Its frontier orbital gap (spin up / spin down) is 6.7 / 7.1 eV. For the highest occupied orbital energy (spin up / spin down), the calculation gives -0.3211 / -0.3298 Eh.

XYZ file:
```
8
C2I3NO2 (ωB97M-V/def2-TZVPD)
I -2.268 1.896 0.097
I -3.360 -1.504 0.065
I 0.087 -2.677 -0.038
O 0.631 1.399 0.061
O 1.924 -0.323 -0.162
N 0.831 0.194 -0.010
C -0.242 -0.657 0.108
C -1.872 -0.107 0.054
```

Now the Mulliken charges, all in e: I 0.2715; I 0.2618; I 0.1927; O -0.6005; O -0.5818; N 0.9370; C -0.1750; C -0.3058

---

Record 9
Formula: C2IO2S
Source: OMol25
Level of theory: ωB97M-V/def2-TZVPD

Its lowest unoccupied orbital energy (spin up / spin down) is 2.9 / 0.2 eV. As for the total charge: -1. The calculation puts the calculated total energy at -922.48765 Ha. Its spin multiplicity is 3. For the maximum force, the calculation gives 1.72 eV/A. The molar mass comes out at 214.99 g/mol. Its frontier orbital gap (spin up / spin down) is 6.7 / 4.8 eV. For the highest occupied orbital energy (spin up / spin down), the calculation gives -0.1387 / -0.1674 Eh.

XYZ file:
```
6
C2IO2S (ωB97M-V/def2-TZVPD)
I 3.226 -0.141 0.011
S -2.866 -0.499 -0.440
O 0.206 -0.651 -0.154
O 0.673 1.561 -0.106
C 0.769 0.388 -0.135
C -2.009 -0.658 0.825
```

Now the Mulliken charges, all in e: I -0.5453; S -0.2320; O -0.4686; O -0.4409; C 0.5814; C 0.1054

---

Record 10
Formula: C2LiNaO4
Source: OMol25
Level of theory: ωB97M-V/def2-TZVPD

Its lowest unoccupied orbital energy (spin up / spin down) is 2.0 / 2.0 eV. The value obtained for the energy relative to the best compared isomer or geometry (same formula, charge and spin) is 0.257 eV. As for the total charge: -1. The calculation puts the calculated total energy at -547.05602 Ha. Its spin multiplicity is 2. For the maximum force, the calculation gives 9.09 eV/A. The molar mass comes out at 117.95 g/mol. Its frontier orbital gap (spin up / spin down) is 4.5 / 4.8 eV. For the highest occupied orbital energy (spin up / spin down), the calculation gives -0.0904 / -0.1018 Eh.

XYZ file:
```
8
C2LiNaO4 (ωB97M-V/def2-TZVPD)
Na 1.057 -0.338 -0.265
O -1.180 -0.156 -0.128
O -0.180 -1.456 -1.670
O -2.180 -0.492 -2.049
O 2.306 0.960 2.753
C 1.475 0.839 1.919
C -1.217 -0.802 -1.178
Li -0.080 1.445 0.618
```

Now the Mulliken charges, all in e: Na 0.8700; O -0.8913; O -0.8883; O -0.7852; O -0.3016; C -0.4847; C 0.6457; Li 0.8355